Entry 1:
Computed, not measured: an isolated ion of composition C8H14N2P and charge +1 in a non-equilibrium geometry, with the ωB97M-V functional and the def2-TZVPD basis.

Calculated values
- HOMO energy: -12.4 eV
- Charge: +1
- Total energy: -20782.5360 eV
- Relative energy (zero: lowest compared OMol25 entry of this formula, charge and spin): 32.42 kcal/mol
- LUMO: -4.538 eV

The geometry in XYZ format:
```
25
Properties=species:S:1:pos:R:3:forces:R:3
C -1.7772 -0.0154 -2.0653 -1.927 0.491 -1.589
C -1.0820 -0.9077 -1.4392 3.313 -1.658 2.618
C -1.7545 1.3737 -1.7149 0.020 0.882 1.556
C -1.3685 1.1397 0.6085 -1.454 1.611 -1.388
C 0.0532 -0.4935 -0.4146 1.794 -0.602 -3.106
C -2.2826 1.4367 1.6992 -1.237 1.235 -1.408
C 1.1353 0.3604 -1.2227 -4.860 -1.142 -1.191
C 2.1188 -1.5564 1.4569 1.382 -0.994 -3.349
N -1.5738 1.8498 -0.5292 -0.507 0.058 -0.632
N -0.4540 0.2860 0.6549 1.114 -3.233 5.601
P 0.7572 -2.1175 0.2708 -0.533 -0.753 0.541
H -2.4112 -0.3107 -2.8952 -0.075 0.065 0.028
H -1.0387 -1.9910 -1.6081 -0.610 0.488 -0.420
H -1.9556 2.1376 -2.4349 -0.003 0.223 -0.744
H -2.2477 2.4984 1.7773 -0.123 1.068 0.291
H -2.2113 1.0465 2.6802 0.291 -1.048 0.570
H -3.2525 1.2859 1.1682 0.198 -0.208 0.934
H 1.8043 0.7326 -0.5884 2.957 1.592 2.362
H 0.5476 1.1250 -1.7240 0.423 0.630 0.331
H 1.5242 -0.1366 -2.0582 0.926 -1.334 -0.744
H 2.8966 -1.1106 0.6855 -1.466 0.278 2.381
H 2.7003 -2.4389 1.8588 -1.219 0.897 -0.052
H 1.5053 -1.0111 2.1841 1.223 0.342 0.077
H -0.3961 -0.1223 1.6999 0.228 0.767 -3.113
H 1.3902 -2.4999 -0.9526 0.143 0.344 0.447
```
Forces are in eV/Å.

---

Entry 2:
Computed, not measured: C8H20O4PtS as an isolated structure, with the ωB97M-V functional and the def2-TZVPD basis.

Calculated values
- HOMO energy (spin up / spin down): -24.4 / -24.6 eV
- Charge: +4
- Total energy: -30837.1667 eV
- Relative energy (zero: lowest compared OMol25 entry of this formula, charge and spin): 0.00 kcal/mol
- LUMO (spin up / spin down): -14.789 / -17.569 eV
- Spin multiplicity: 5

The geometry in XYZ format:
```
34
Properties=species:S:1:pos:R:3:forces:R:3
Pt 0.3100 -0.1593 0.4307 0.137 -0.028 0.240
C -1.5506 -2.1644 -1.2795 -0.018 -0.003 0.047
O -0.2547 -1.9215 -0.6141 0.139 -0.076 -0.003
C 0.9312 -2.2553 -1.3958 0.005 0.047 -0.017
C 1.3160 -1.0780 -2.2607 0.063 0.020 0.060
O 1.2444 0.1501 -1.4117 -0.483 -0.095 -0.355
C 1.4905 1.3961 -2.1602 0.233 0.093 0.218
C 0.3003 2.0909 -2.8017 0.039 -0.137 -0.050
O -0.7497 2.3869 -1.8773 -0.032 0.131 -0.115
C -1.8800 3.0638 -2.3415 0.022 0.072 -0.029
H -1.6499 -3.2453 -1.3734 -0.002 0.002 -0.008
H -1.5673 -1.6808 -2.2541 -0.005 0.001 0.000
H -2.3223 -1.7762 -0.6214 -0.002 -0.007 0.000
H 0.7306 -3.1395 -2.0048 0.007 0.007 -0.011
H 1.7098 -2.5055 -0.6735 -0.010 -0.008 0.006
H 0.6628 -0.9205 -3.1183 -0.042 -0.023 0.028
H 2.3529 -1.1805 -2.5856 -0.022 0.005 -0.067
H 2.1682 1.1331 -2.9755 0.087 0.080 0.045
H 2.0274 2.0526 -1.4772 -0.085 0.006 0.060
H -0.1422 1.5751 -3.6640 -0.037 -0.049 0.048
H 0.6649 3.0613 -3.1847 0.000 -0.039 -0.103
H -1.5791 4.1468 -2.4316 -0.007 0.008 0.052
H -2.6657 2.9980 -1.5931 -0.004 -0.005 -0.001
H -2.1467 2.7783 -3.3692 0.021 0.014 -0.004
C -1.2832 -1.0885 4.9130 0.046 0.002 -0.028
S 0.2228 -0.8372 3.9986 -0.032 0.045 0.050
C 1.4185 0.1009 4.9263 -0.043 -0.030 -0.032
O -0.0171 -0.3420 2.6110 0.027 -0.032 -0.048
H -0.9756 -1.5746 5.8465 -0.010 -0.007 0.001
H -1.9308 -1.7387 4.3220 -0.008 -0.004 0.012
H -1.7250 -0.1010 5.0973 0.005 0.005 -0.004
H 1.5418 -0.4487 5.8672 0.013 0.004 0.002
H 0.9961 1.0995 5.0951 -0.007 0.000 -0.001
H 2.3519 0.1240 4.3613 0.006 0.002 0.008
```
Forces are in eV/Å.

---

Entry 3:
Computed, not measured: C59H52F6IKNO3P4Si as an isolated structure in a non-equilibrium geometry, with the ωB97M-V functional and the def2-TZVPD basis.

Calculated values
- HOMO energy (spin up / spin down): -6.7 / -8.2 eV
- Charge: 0
- Total energy: -155432.1381 eV
- Relative energy (zero: lowest compared OMol25 entry of this formula, charge and spin): 0.00 kcal/mol
- LUMO (spin up / spin down): 0.358 / -0.686 eV
- Spin multiplicity: 2

The geometry in XYZ format:
```
128
Properties=species:S:1:pos:R:3:forces:R:3
K 0.7636 0.3106 -1.2571 0.183 -0.122 1.270
C -3.5625 -3.3520 -4.2405 -0.027 0.059 -0.003
C -2.5425 -3.4249 -3.3036 -0.043 0.139 0.038
C -2.2808 -2.3310 -2.4857 0.032 -0.072 0.009
C -3.0294 -1.1595 -2.5833 -0.054 -0.056 -0.051
C -4.0482 -1.1003 -3.5357 -0.070 0.015 -0.036
C -4.3171 -2.1881 -4.3546 0.092 -0.017 0.070
P -2.5225 0.2039 -1.4700 -0.379 -0.136 0.046
C -2.9553 1.7026 -2.4479 -0.040 0.022 0.139
C -2.6052 1.7793 -3.7929 0.043 0.085 -0.099
C -2.7639 2.9668 -4.5020 0.018 -0.064 0.065
C -3.2732 4.0949 -3.8746 -0.009 -0.037 0.073
C -3.6263 4.0313 -2.5292 0.040 -0.112 -0.054
C -3.4679 2.8446 -1.8222 -0.009 0.053 -0.070
C -3.8441 0.3023 -0.1816 -0.071 0.054 0.112
C -5.1901 0.4230 -0.5464 0.110 -0.016 -0.086
C -6.1654 0.7104 0.3885 -0.006 0.012 0.068
C -5.8009 0.9252 1.7146 0.029 -0.021 -0.103
C -4.4773 0.7888 2.0942 0.127 -0.028 -0.262
C -3.4722 0.4334 1.1687 -0.361 0.184 -0.088
Si -1.7477 -0.0743 1.7601 0.171 -0.111 0.005
C -2.0293 -1.7775 2.5578 -0.189 -0.269 0.215
C -3.1097 -1.9516 3.4501 0.202 -0.053 -0.158
C -3.2767 -3.1185 4.1728 0.083 -0.052 -0.039
C -2.3675 -4.1639 4.0238 -0.091 0.050 0.042
C -1.3319 -4.0390 3.1207 0.085 0.028 -0.114
C -1.1669 -2.8675 2.3711 -0.089 0.071 0.070
P 0.1321 -2.7330 1.0825 -0.064 -0.057 -0.026
C 1.6019 -3.2423 2.0645 0.005 -0.041 0.080
C 2.1478 -2.2634 2.8986 0.038 -0.012 0.002
C 3.2036 -2.5602 3.7508 -0.058 -0.043 -0.099
C 3.7459 -3.8401 3.7658 -0.022 0.023 -0.017
C 3.2177 -4.8199 2.9371 -0.057 0.091 -0.034
C 2.1489 -4.5234 2.0966 0.025 -0.081 0.052
C -0.2111 -4.2277 0.0559 -0.030 -0.015 0.038
C -1.4679 -4.8351 0.0042 0.014 -0.031 0.060
C -1.6962 -5.9343 -0.8162 0.051 0.066 -0.016
C -0.6807 -6.4338 -1.6205 -0.001 0.046 0.015
C 0.5631 -5.8142 -1.6133 -0.042 0.072 0.074
C 0.7910 -4.7232 -0.7834 0.034 0.022 -0.100
C -1.1827 1.0987 3.1512 0.126 0.209 0.298
C -1.9437 1.1348 4.3393 0.173 0.030 -0.216
C -1.7234 2.0797 5.3256 0.066 0.043 -0.018
C -0.7207 3.0285 5.1605 -0.086 -0.045 0.039
C 0.0818 2.9783 4.0374 0.068 -0.066 -0.120
C -0.1113 2.0108 3.0408 -0.131 -0.142 0.074
P 1.1162 1.8397 1.6700 -0.008 0.271 0.330
C 1.4796 3.6300 1.3485 -0.102 -0.051 0.044
C 0.4061 4.4927 1.1033 -0.042 -0.007 -0.006
C 0.6120 5.8263 0.7844 0.128 -0.055 0.014
C 1.9085 6.3309 0.7029 -0.080 -0.064 0.017
C 2.9806 5.4892 0.9519 -0.052 -0.103 0.000
C 2.7662 4.1490 1.2711 0.147 0.068 0.014
C 2.6526 1.3552 2.5791 -0.005 -0.020 -0.020
C 2.8276 1.3137 3.9614 0.022 0.054 0.074
C 4.0710 1.0046 4.5093 -0.077 -0.026 -0.083
C 5.1528 0.7150 3.6880 -0.050 -0.006 -0.021
C 4.9825 0.7087 2.3092 -0.103 0.029 0.052
C 3.7408 1.0159 1.7698 0.034 -0.056 -0.025
H -3.7635 -4.1945 -4.8912 -0.001 0.022 0.017
H -1.9444 -4.3219 -3.2095 -0.001 -0.010 0.011
H -1.4764 -2.3903 -1.7568 -0.010 0.010 -0.010
H -4.6205 -0.1874 -3.6637 0.036 -0.049 0.021
H -5.1083 -2.1232 -5.0921 0.034 -0.003 0.023
H -2.1841 0.9206 -4.2995 0.012 0.012 0.025
H -2.4697 3.0052 -5.5447 -0.018 -0.018 0.061
H -3.3957 5.0185 -4.4280 0.008 -0.034 0.029
H -4.0314 4.9037 -2.0294 0.012 -0.026 -0.016
H -3.7490 2.8108 -0.7753 0.005 -0.003 -0.013
H -5.4725 0.3188 -1.5883 0.030 -0.007 0.044
H -7.2011 0.7994 0.0827 0.034 -0.005 0.014
H -6.5503 1.1945 2.4493 0.020 -0.001 -0.010
H -4.2250 0.9723 3.1300 0.049 0.006 -0.005
H -3.8459 -1.1680 3.5697 0.002 -0.001 -0.012
H -4.1146 -3.2167 4.8531 0.025 -0.003 -0.020
H -2.4835 -5.0762 4.5967 0.003 0.028 -0.017
H -0.6447 -4.8674 2.9781 -0.011 0.059 -0.011
H 1.7354 -1.2590 2.8966 0.007 -0.027 -0.033
H 3.6030 -1.7881 4.3948 0.001 0.015 -0.010
H 4.5750 -4.0721 4.4236 -0.028 0.008 -0.021
H 3.6285 -5.8227 2.9471 -0.014 0.036 -0.001
H 1.7376 -5.3079 1.4736 0.010 0.027 0.021
H -2.2791 -4.4593 0.6160 0.027 0.000 -0.001
H -2.6770 -6.3947 -0.8295 0.030 0.019 0.003
H -0.8590 -7.2915 -2.2578 0.001 0.024 0.019
H 1.3612 -6.1764 -2.2500 -0.025 0.014 0.017
H 1.7704 -4.2582 -0.7938 -0.030 0.014 0.010
H -2.7190 0.3988 4.5073 0.019 0.001 -0.025
H -2.3344 2.0805 6.2204 0.010 -0.005 -0.018
H -0.5500 3.7852 5.9171 -0.005 -0.022 -0.026
H 0.8905 3.6929 3.9339 -0.007 -0.011 -0.034
H -0.6117 4.1231 1.1833 0.036 -0.025 -0.004
H -0.2386 6.4740 0.6066 0.029 -0.017 0.004
H 2.0745 7.3727 0.4564 -0.004 -0.030 0.007
H 3.9947 5.8680 0.8975 -0.036 -0.018 0.007
H 3.6244 3.5130 1.4607 -0.068 0.062 -0.016
H 1.9994 1.5296 4.6279 0.073 -0.010 -0.080
H 4.1903 0.9910 5.5867 -0.012 0.000 -0.037
H 6.1188 0.4816 4.1186 -0.022 0.003 0.003
H 5.8088 0.4666 1.6510 -0.012 0.009 0.026
H 3.6166 1.0003 0.6937 -0.038 0.013 0.016
O -0.3800 2.4412 -1.0956 -0.208 0.952 -0.271
H -1.0098 3.1710 -1.0749 -0.091 -0.082 0.027
H -0.0198 2.4889 -1.9954 -0.060 0.150 -0.079
O 1.8895 -2.6344 -2.9404 0.074 0.005 0.043
H 0.9313 -2.7221 -3.0034 -0.041 -0.052 0.000
H 2.1071 -2.0815 -3.7062 0.001 0.043 -0.027
O 2.4994 -1.2800 -0.5743 0.631 -0.382 -0.011
H 3.2076 -1.6433 -0.0337 -0.048 -0.056 0.034
H 2.4120 -1.8623 -1.3601 0.085 0.020 0.001
I 6.6849 1.4935 -2.2974 0.259 -0.137 -0.016
C 4.8948 2.5239 -2.2436 -0.226 0.038 0.039
C 4.7977 3.8311 -2.6882 -0.027 0.052 -0.011
C 3.5640 4.4559 -2.6066 0.024 0.033 -0.012
C 2.4947 3.7586 -2.0709 -0.064 -0.156 0.191
N 2.5813 2.4966 -1.6480 0.393 0.019 -0.171
C 3.7649 1.8872 -1.7540 -0.222 0.171 0.012
H 5.6605 4.3465 -3.0904 -0.024 -0.012 0.013
H 3.4326 5.4757 -2.9447 0.012 -0.035 0.011
H 1.5279 4.2413 -1.9556 0.056 -0.056 -0.009
H 3.8100 0.8442 -1.4497 -0.017 0.083 -0.040
F 0.3870 -0.2045 -3.4375 -0.486 -0.453 -1.117
P 1.0901 0.5352 -4.7421 -0.158 -0.093 0.004
F 0.6579 1.9540 -4.0709 -0.115 0.144 -0.008
F -0.3072 0.4416 -5.5210 -0.051 0.059 0.021
F 1.5040 -0.9307 -5.2973 0.077 -0.021 -0.011
F 1.7718 1.2683 -5.9664 0.166 0.085 -0.138
F 2.4644 0.5798 -3.8900 0.193 -0.084 0.025
```
Forces are in eV/Å.

---

Entry 4:
Computed, not measured: a 4-piece molecular cluster, C21H43BF4IN4O8S overall in a non-equilibrium geometry, with the ωB97M-V functional and the def2-TZVPD basis.

Calculated values
- HOMO energy: -12.0 eV
- Charge: +1
- Total energy: -75290.5267 eV
- LUMO: -3.227 eV

The geometry in XYZ format:
```
83
Properties=species:S:1:pos:R:3:forces:R:3
C 1.9913 -3.7299 1.5185 0.279 0.093 -0.342
C 1.9523 -3.3882 0.0447 -0.045 0.079 0.313
O 1.3247 -2.0900 -0.1802 0.063 -0.089 -0.039
B 1.4535 -1.4932 -1.3826 0.185 -0.212 -0.112
O 2.1089 -2.0875 -2.4410 -0.716 0.313 0.020
C 0.9856 0.0856 -1.4003 0.648 -0.233 -0.388
C -0.5389 0.1134 -1.3686 -0.071 0.342 -0.119
F -0.9178 -0.4754 -2.5448 -0.006 0.211 0.078
F -1.0450 1.3709 -1.3433 0.174 -0.344 0.044
C -1.2580 -0.6999 -0.2544 -0.598 0.151 0.140
F -2.4975 -0.1679 -0.1258 0.037 -0.164 -0.028
F -1.4139 -1.9913 -0.6412 0.197 0.246 0.080
N 1.7789 0.6939 -0.2571 -0.311 -0.460 0.107
C 1.4772 0.5650 1.1738 0.125 0.093 0.368
C 0.4300 1.5709 1.6858 0.119 0.043 0.291
C -0.4483 1.0266 2.8387 0.164 0.316 -0.290
C -1.9112 1.4189 2.7450 0.212 -0.110 -0.144
O -2.0401 2.7051 3.3426 -0.152 -0.074 0.158
C -3.3130 3.2297 3.2596 -0.532 0.158 0.895
C -3.8311 3.4862 1.8789 0.187 0.012 -0.050
O -3.9316 3.4646 4.2651 0.621 -0.057 -0.764
C 3.0343 0.5293 -0.7234 0.131 0.139 -0.130
N 4.0530 0.1361 0.0133 -0.050 0.256 -0.148
C 5.4100 -0.1815 -0.4579 0.089 0.082 0.253
C 5.4315 -1.1790 -1.6112 0.347 -0.772 0.200
O 5.9016 -2.2790 -1.4465 -0.349 0.675 -0.141
N 3.1353 0.7474 -2.0882 -0.110 0.266 0.564
S 4.2004 2.1614 -2.1900 -0.145 0.120 0.051
C 1.6562 0.9119 -2.5816 -0.132 0.330 -0.065
N 1.2344 2.2601 -2.5904 -0.223 -0.287 0.190
C 1.4595 0.3294 -4.0019 -0.066 0.263 -0.159
I 3.2127 0.5752 -5.2441 -0.015 -0.253 -0.164
C 0.2840 0.9092 -4.8013 0.060 -0.011 -0.034
C -0.2361 -0.0878 -5.8530 -0.007 0.310 0.252
H 2.8370 -4.4014 1.6570 -0.087 -0.182 0.172
H 1.0950 -4.2222 1.8720 -0.143 0.115 0.135
H 2.2033 -2.8495 2.1220 -0.114 0.057 0.082
H 1.3900 -4.1418 -0.4998 0.022 -0.046 -0.198
H 2.9688 -3.3321 -0.3323 0.047 -0.004 -0.287
H 1.6337 -2.8569 -2.7781 0.403 -0.313 0.039
H -0.7838 -0.6692 0.7250 0.200 0.002 -0.071
H 2.4030 0.8119 1.6931 0.024 0.000 0.048
H 1.2500 -0.4610 1.4650 -0.140 -0.073 -0.274
H 0.9853 2.4177 2.0837 -0.048 0.220 -0.205
H -0.1680 1.9720 0.8708 -0.162 -0.158 -0.138
H -0.3569 -0.0552 2.9287 -0.062 -0.134 0.005
H -0.0884 1.4728 3.7631 0.050 -0.279 0.219
H -2.2398 1.4559 1.7075 -0.065 -0.033 -0.199
H -2.5326 0.6837 3.2593 -0.032 0.067 0.195
H -3.0465 3.4780 1.1268 0.081 -0.017 -0.018
H -4.3116 4.4583 1.8726 -0.210 -0.015 -0.018
H -4.5611 2.7251 1.6176 -0.168 0.062 -0.056
H 3.8611 -0.0049 0.9917 0.101 -0.099 0.039
H 5.9290 -0.6372 0.3791 -0.021 -0.102 0.055
H 5.9406 0.7293 -0.7262 -0.010 0.062 -0.118
H 5.0295 -0.8497 -2.5757 -0.019 -0.016 -0.136
H 4.2012 2.2659 -3.5236 0.108 -0.255 -0.151
H 1.6216 2.8067 -3.3433 0.022 0.070 -0.041
H 1.2968 2.7329 -1.7032 0.087 0.115 0.032
H 1.3530 -0.7381 -3.9714 0.138 -0.218 0.209
H -0.5129 1.1836 -4.1229 -0.104 0.010 0.150
H 0.5867 1.8367 -5.2822 0.023 0.078 0.010
H -0.2901 0.3812 -6.8300 0.005 -0.088 -0.139
H 0.4027 -0.9654 -5.9206 0.050 -0.076 -0.141
H -1.2375 -0.4145 -5.5837 -0.045 -0.125 -0.039
C -7.2074 3.1729 -0.7258 0.130 0.005 -0.020
O -5.7957 3.2054 -0.5115 -0.130 -0.048 -0.033
H -7.6795 3.3453 0.2373 -0.003 0.006 0.023
H -7.5239 3.9565 -1.4173 -0.025 0.005 0.012
H -7.5316 2.2024 -1.1083 -0.024 0.003 0.012
H -5.3661 3.0568 -1.3570 0.030 0.011 -0.048
C 0.7924 -2.8095 5.1795 0.057 -0.128 -0.010
O 1.1884 -4.0112 4.5199 -0.112 0.184 0.045
H 1.5449 -2.0570 4.9505 0.035 0.006 0.006
H -0.1795 -2.4551 4.8320 -0.070 0.012 -0.040
H 0.7573 -2.9417 6.2628 0.014 0.039 0.008
H 0.5350 -4.6831 4.7313 0.020 -0.088 0.014
C -3.6230 -2.2052 2.4050 0.141 0.014 -0.122
O -2.2629 -2.1315 2.8477 -0.065 0.158 0.034
H -4.2673 -2.1164 3.2744 0.080 -0.002 0.088
H -3.8464 -1.3889 1.7149 -0.105 -0.031 -0.003
H -3.8178 -3.1608 1.9150 -0.075 0.012 0.002
H -1.7090 -2.2316 2.0703 0.061 -0.213 -0.017
```
Forces are in eV/Å.